Entry 1:
One molecule with the formula C19H19N5O2 at a distorted geometry. Source: the Open Molecules 2025 dataset; level of theory: ωB97M-V with the def2-TZVPD basis set.

Structure (XYZ):
```
45
Properties=species:S:1:pos:R:3:forces:R:3:nbo_charge:R:1
C -4.355 -2.109 -1.550 0.1 0.1 0.0 -0.596
C -3.150 -1.174 -1.666 0.1 -0.1 0.0 -0.504
C -2.039 -1.605 -0.734 -0.5 0.0 -0.2 0.724
O -1.137 -2.337 -1.100 0.2 -0.2 -0.1 -0.643
N -2.097 -1.200 0.567 0.0 -0.3 0.4 -0.448
C -3.062 -0.275 1.134 0.0 0.4 -0.2 -0.257
C -2.597 1.147 1.088 0.3 0.0 0.9 0.282
C -1.713 1.842 1.862 -0.5 -0.4 -0.2 -0.316
C -1.616 3.133 1.289 -0.2 0.1 -0.5 -0.319
C -2.450 3.123 0.215 0.6 0.6 0.4 0.102
O -3.051 1.933 0.093 -0.4 -0.4 -0.2 -0.400
C -0.935 -1.516 1.369 0.0 -0.3 0.0 -0.234
C 0.354 -0.946 0.835 0.5 -0.4 0.4 -0.032
C 1.562 -1.377 1.280 -0.7 0.2 -0.1 -0.171
C 2.797 -0.856 0.792 0.2 0.3 -0.3 0.007
C 4.029 -1.320 1.277 0.0 0.1 -0.1 -0.211
C 5.202 -0.807 0.784 0.0 -0.1 0.1 -0.200
C 5.182 0.177 -0.202 -0.2 0.0 0.0 -0.200
C 3.997 0.669 -0.715 0.1 0.0 0.0 0.009
C 4.001 1.721 -1.774 0.1 0.1 -0.1 -0.633
C 2.798 0.141 -0.206 0.9 -0.4 0.4 0.126
N 1.563 0.553 -0.639 -1.8 -0.5 0.5 -0.178
N 1.258 1.470 -1.562 1.0 0.6 -0.6 -0.094
N -0.010 1.524 -1.640 -0.3 0.5 -0.6 -0.035
N -0.597 0.688 -0.815 -0.3 -0.7 0.5 -0.338
C 0.369 0.058 -0.164 0.7 0.6 -0.5 0.360
H -4.780 -2.097 -0.548 -0.1 0.0 0.1 0.195
H -5.127 -1.812 -2.256 -0.1 0.0 0.0 0.214
H -4.054 -3.129 -1.777 0.0 -0.1 0.0 0.216
H -2.746 -1.243 -2.677 0.1 0.1 0.1 0.239
H -3.425 -0.137 -1.481 0.0 0.0 0.0 0.227
H -4.002 -0.352 0.590 0.0 0.0 0.1 0.233
H -3.238 -0.573 2.173 -0.1 0.1 -0.2 0.217
H -1.193 1.487 2.729 0.1 -0.2 0.2 0.222
H -1.009 3.946 1.630 0.1 0.2 0.0 0.228
H -2.690 3.873 -0.512 -0.1 0.0 -0.2 0.207
H -1.101 -1.145 2.384 0.0 0.0 -0.1 0.215
H -0.822 -2.607 1.410 0.0 0.2 0.1 0.234
H 1.610 -2.151 2.033 0.0 -0.1 0.1 0.215
H 4.035 -2.084 2.039 0.0 -0.1 0.1 0.215
H 6.150 -1.165 1.158 0.1 0.0 0.0 0.218
H 6.116 0.566 -0.578 0.1 0.1 -0.1 0.215
H 3.469 2.608 -1.436 0.0 0.0 -0.1 0.238
H 5.020 1.993 -2.035 0.1 0.0 0.0 0.211
H 3.485 1.368 -2.665 0.0 0.1 -0.1 0.240
```
Positions in Å, forces in eV/Å.

Summary:
**Molecular weight**: 349.39 g mol⁻¹
**Charge**: 0
**Orbital gap**: 8.61 eV
**DFT total energy**: -31555.936 eV
**Multiplicity**: 1

=====

Entry 2:
One molecule with the formula C19H19N5O4S at a distorted geometry. Source: the Open Molecules 2025 dataset; level of theory: ωB97M-V with the def2-TZVPD basis set.

Structure (XYZ):
```
48
Properties=species:S:1:pos:R:3:forces:R:3:nbo_charge:R:1
C -0.589 2.910 -5.905 0.1 0.2 0.2 -0.591
C 0.733 3.453 -5.350 -0.2 0.1 -0.3 -0.273
C 1.501 4.226 -6.418 -0.1 0.0 0.2 -0.594
C 1.548 2.315 -4.846 -0.2 -0.1 1.0 0.073
N 2.545 1.786 -5.448 -0.4 1.1 -1.0 -0.264
N 3.092 0.757 -4.821 0.9 -1.4 0.7 -0.304
C 2.517 0.462 -3.701 -0.9 0.9 0.2 0.223
N 2.942 -0.611 -2.968 0.6 -0.5 -0.2 -0.621
C 2.604 -1.103 -1.736 0.1 0.1 0.1 0.704
O 2.899 -2.235 -1.436 -0.1 0.0 0.2 -0.579
C 1.980 -0.157 -0.709 0.1 0.0 -0.2 -0.317
N 0.721 -0.716 -0.262 -0.2 -0.2 -0.6 -0.186
N 0.534 -0.791 1.036 -0.2 0.0 1.0 -0.181
C -0.568 -1.308 1.508 0.3 0.2 -0.6 0.141
C -0.703 -1.367 2.964 0.0 0.0 0.6 -0.081
C 0.441 -1.339 3.765 -0.1 0.0 -0.1 -0.191
C 0.339 -1.378 5.137 -0.2 0.0 0.1 -0.220
C -0.907 -1.452 5.751 -0.1 0.1 -0.1 0.210
C -2.058 -1.513 4.958 0.1 -0.1 0.2 0.286
C -1.949 -1.458 3.576 0.2 0.0 0.1 -0.244
O -3.311 -1.629 5.503 0.1 0.2 -0.4 -0.498
C -3.293 -2.022 6.858 0.2 0.0 0.5 -0.098
C -2.255 -1.207 7.628 -0.6 0.0 0.0 -0.097
O -0.964 -1.455 7.118 0.3 -0.1 -0.2 -0.478
C -1.565 -1.812 0.618 0.1 0.1 -0.5 -0.177
C -1.361 -1.742 -0.718 -0.1 -0.1 0.3 -0.233
C -0.149 -1.164 -1.243 -0.1 0.0 0.3 0.581
O 0.163 -1.047 -2.420 -0.2 -0.1 -0.2 -0.640
S 1.158 1.505 -3.327 0.6 0.0 -0.9 0.332
H -1.212 3.731 -6.250 -0.1 0.1 -0.1 0.210
H -0.395 2.243 -6.742 0.0 -0.1 -0.1 0.214
H -1.131 2.359 -5.139 -0.1 -0.1 0.0 0.211
H 0.510 4.115 -4.505 0.0 0.0 -0.1 0.211
H 1.745 3.568 -7.247 0.0 0.0 -0.1 0.223
H 2.429 4.618 -6.011 0.1 0.0 0.0 0.218
H 0.898 5.054 -6.784 -0.1 0.1 0.0 0.206
H 3.483 -1.268 -3.524 -0.1 0.1 0.2 0.433
H 1.825 0.846 -1.111 0.1 -0.1 0.2 0.220
H 2.639 -0.113 0.161 -0.1 0.0 -0.2 0.259
H 1.407 -1.283 3.290 0.1 0.0 0.0 0.233
H 1.214 -1.348 5.766 0.1 0.0 0.1 0.228
H -2.865 -1.471 3.009 -0.1 0.0 -0.1 0.218
H -4.298 -1.851 7.244 0.1 0.0 0.0 0.204
H -3.043 -3.089 6.934 -0.1 0.1 0.0 0.180
H -2.231 -1.489 8.682 -0.1 0.0 -0.1 0.204
H -2.494 -0.139 7.536 0.0 -0.1 0.0 0.181
H -2.456 -2.272 1.015 -0.1 0.0 0.0 0.227
H -2.070 -2.124 -1.435 0.0 0.0 0.0 0.236
```
Positions in Å, forces in eV/Å.

Summary:
**Molecular weight**: 413.46 g mol⁻¹
**Charge**: 0
**Orbital gap**: 8.17 eV
**DFT total energy**: -46486.195 eV
**Multiplicity**: 1

=====

Entry 3:
One molecule with the formula C19H19NO5. Source: the Open Molecules 2025 dataset; level of theory: ωB97M-V with the def2-TZVPD basis set.

Structure (XYZ):
```
44
Properties=species:S:1:pos:R:3:forces:R:3:nbo_charge:R:1
C 3.342 1.423 -2.220 0.3 0.4 0.1 -0.275
O 2.867 0.146 -1.812 -0.2 -0.2 -0.2 -0.517
C 3.516 -0.478 -0.823 0.2 -0.3 -0.1 0.800
O 4.499 -0.054 -0.279 0.1 0.0 0.1 -0.595
C 2.871 -1.816 -0.526 -0.2 0.1 0.1 -0.514
C 1.821 -1.785 0.600 0.4 -0.2 0.1 -0.062
C 2.337 -1.229 1.931 -0.2 -0.6 0.1 -0.074
O 2.562 0.161 1.917 0.0 0.4 -0.1 -0.491
C 1.754 0.913 1.124 -0.3 0.1 0.0 0.334
C 1.942 2.291 1.160 0.0 -0.1 0.0 -0.265
C 1.184 3.122 0.360 0.1 0.0 0.1 -0.214
C 0.250 2.581 -0.510 -0.1 0.0 -0.1 -0.231
C 0.064 1.213 -0.563 0.2 0.2 0.0 -0.205
C 0.782 0.366 0.276 0.1 0.5 0.2 0.058
N 0.636 -1.029 0.240 0.1 -0.2 0.1 -0.456
C -0.505 -1.727 -0.068 0.0 -0.1 0.1 0.688
O -0.456 -2.920 -0.306 -0.1 -0.1 -0.1 -0.606
C -1.794 -0.993 -0.013 -0.4 -0.2 0.0 -0.190
C -2.762 -1.259 -0.973 0.4 0.0 0.2 -0.151
C -4.004 -0.655 -0.920 -0.3 0.2 0.0 -0.275
C -4.308 0.213 0.124 0.2 0.0 0.1 0.311
O -5.491 0.860 0.282 0.3 0.0 0.2 -0.487
C -6.512 0.642 -0.662 -0.2 0.0 -0.2 -0.253
C -3.347 0.454 1.112 -0.2 0.0 0.0 -0.260
C -2.108 -0.138 1.044 -0.1 -0.1 -0.1 -0.146
H 2.547 2.150 -2.054 0.0 -0.1 0.0 0.199
H 3.588 1.369 -3.280 0.0 0.0 0.1 0.188
H 4.225 1.691 -1.639 -0.1 0.0 -0.1 0.216
H 3.661 -2.509 -0.233 0.0 0.1 0.0 0.237
H 2.380 -2.177 -1.431 0.0 -0.1 0.1 0.245
H 1.492 -2.820 0.756 0.1 0.3 0.0 0.262
H 3.295 -1.682 2.197 -0.1 0.0 0.0 0.207
H 1.601 -1.466 2.714 0.1 0.0 -0.1 0.181
H 2.698 2.679 1.824 0.1 0.0 0.1 0.230
H 1.334 4.190 0.402 0.0 0.1 0.0 0.217
H -0.326 3.222 -1.159 -0.1 0.1 -0.1 0.216
H -0.637 0.790 -1.264 0.0 0.0 -0.1 0.227
H -2.528 -1.945 -1.773 0.0 -0.1 -0.1 0.228
H -4.726 -0.874 -1.691 -0.1 0.0 0.0 0.215
H -6.209 0.963 -1.664 0.0 0.0 0.0 0.177
H -7.353 1.249 -0.330 0.0 -0.1 -0.1 0.203
H -6.815 -0.409 -0.692 0.0 0.0 0.0 0.179
H -3.606 1.112 1.925 0.0 0.1 0.1 0.228
H -1.385 0.052 1.823 0.1 0.1 0.0 0.221
```
Positions in Å, forces in eV/Å.

Summary:
**Molecular weight**: 341.36 g mol⁻¹
**Charge**: 0
**Orbital gap**: 8.91 eV
**DFT total energy**: -31739.095 eV
**Multiplicity**: 1

=====

Entry 4:
C19H20AuFIN4O4Si as an isolated structure. Source: the Open Molecules 2025 dataset; level of theory: ωB97M-V with the def2-TZVPD basis set.

Structure (XYZ):
```
51
Properties=species:S:1:pos:R:3:forces:R:3:mulliken_spin:R:1
Au -1.392 0.055 1.183 -0.2 0.3 0.2 0.552
C 0.747 -2.556 1.462 -0.2 -0.1 0.1 0.001
Si 1.769 -1.052 1.145 0.2 0.0 0.1 -0.012
C 2.649 -1.241 -0.476 0.0 0.0 -0.2 0.015
C 2.907 -0.794 2.588 0.0 0.1 0.1 0.010
N 0.654 0.399 1.034 -0.1 0.2 -0.1 0.494
C 1.079 1.653 0.832 0.2 -0.2 0.2 0.084
C 2.472 1.977 0.660 -0.1 -0.2 0.0 0.116
C 2.902 3.252 0.439 -0.1 0.1 -0.1 -0.019
C 1.980 4.311 0.367 0.0 0.0 0.0 0.215
C 0.620 4.063 0.531 0.2 0.3 0.0 -0.055
C 0.204 2.790 0.758 0.2 -0.1 0.3 0.138
F -1.112 2.601 0.936 -0.2 -0.1 0.0 0.032
H 1.397 -3.323 1.899 0.0 0.1 0.0 -0.001
H 0.331 -2.965 0.538 0.2 -0.1 0.3 0.000
H -0.077 -2.386 2.161 0.1 -0.1 -0.1 0.001
H 3.200 -2.188 -0.461 0.0 0.1 0.0 0.000
H 3.361 -0.443 -0.696 0.0 -0.1 0.0 -0.002
H 1.925 -1.287 -1.298 0.4 -0.1 0.4 -0.002
H 3.527 -1.689 2.706 -0.1 0.1 0.0 0.000
H 2.331 -0.662 3.509 0.1 0.0 0.0 0.002
H 3.573 0.063 2.486 0.0 -0.1 0.1 -0.001
H 3.197 1.179 0.694 -0.1 0.0 0.0 0.001
H 3.959 3.442 0.310 -0.1 0.0 0.0 0.002
H 2.324 5.322 0.181 0.0 -0.1 0.0 0.006
H -0.115 4.856 0.477 0.0 0.0 0.0 0.001
I -7.158 2.268 1.580 0.0 0.0 0.0 0.001
C -5.554 0.992 1.417 0.0 0.1 0.1 0.009
C -5.576 -0.356 1.123 0.0 -0.2 0.0 0.001
N -4.309 -0.785 1.119 0.0 0.2 0.1 -0.007
N -3.462 0.215 1.403 -0.1 0.0 -0.1 0.069
C -4.208 1.310 1.581 0.1 -0.1 0.1 -0.011
H -6.407 -1.017 0.916 0.2 0.1 0.0 0.000
H -3.905 -1.693 0.920 0.0 -0.1 -0.1 0.002
H -3.758 2.261 1.826 0.0 -0.1 0.0 0.001
O -1.954 -3.733 -0.734 -0.1 -0.1 -0.1 0.048
C -1.581 -2.596 -0.600 -0.2 0.4 0.3 -0.001
O -1.983 -1.893 0.466 0.1 -0.2 -0.6 0.310
C -0.651 -1.959 -1.600 -0.1 0.1 0.0 -0.004
C 0.102 -2.794 -2.423 0.0 0.0 0.0 -0.002
C 0.982 -2.257 -3.351 -0.1 -0.1 -0.1 0.002
C 1.130 -0.881 -3.467 0.0 0.0 -0.3 -0.002
C 0.373 -0.072 -2.647 -0.1 0.2 -0.1 0.009
C -0.530 -0.585 -1.739 -0.1 0.0 0.0 -0.002
N 0.555 1.396 -2.698 0.0 0.0 -0.1 0.001
O 1.115 1.867 -3.659 0.0 -0.1 0.2 0.002
O 0.147 2.048 -1.743 -0.1 -0.2 -0.5 0.005
H -0.019 -3.865 -2.322 0.0 0.0 0.0 0.001
H 1.563 -2.912 -3.988 0.0 0.0 0.0 0.000
H 1.815 -0.437 -4.175 0.0 0.0 0.0 0.000
H -1.139 0.102 -1.174 0.0 0.0 -0.1 -0.010
```
Positions in Å, forces in eV/Å.

Summary:
**Molecular weight**: 739.35 g mol⁻¹
**Charge**: +1
**Orbital gap (spin up / spin down)**: 8.48 / 5.99 eV
**DFT total energy**: -56556.486 eV
**Multiplicity**: 3

=====

Entry 5:
C19H20BiN5O2S2 as an isolated structure at a distorted geometry. Source: the Open Molecules 2025 dataset; level of theory: ωB97M-V with the def2-TZVPD basis set.

Structure (XYZ):
```
49
Properties=species:S:1:pos:R:3:forces:R:3:nbo_charge:R:1
Bi 0.142 0.436 0.012 0.3 0.0 0.8 1.975
N -1.373 1.411 1.858 0.0 0.3 -0.1 -0.863
C -1.362 0.451 2.961 -0.2 -0.6 0.4 -0.354
C -1.251 -0.989 2.434 -0.2 0.2 0.5 0.766
O -1.709 -1.926 3.016 -0.2 -0.1 0.4 -0.535
O -0.568 -1.138 1.318 0.3 0.6 -0.8 -0.902
H -1.130 2.338 2.194 -0.2 0.0 -0.1 0.406
H -2.300 1.461 1.448 -0.1 0.2 0.1 0.400
H -2.249 0.500 3.601 0.2 0.1 -0.1 0.250
H -0.491 0.636 3.597 -0.1 0.0 -0.1 0.228
C -0.730 4.125 -1.181 0.0 0.3 0.1 -0.667
C -1.242 3.025 -2.022 -0.4 0.3 -0.6 0.109
N -1.129 1.760 -1.732 0.0 -0.1 0.3 -0.565
C -1.720 0.949 -2.656 -0.6 0.7 -0.9 0.074
C -2.306 1.630 -3.689 0.3 -0.1 0.4 -0.384
S -2.108 3.318 -3.491 0.3 -0.5 0.5 0.563
C -1.673 -0.481 -2.461 -0.6 -0.9 -0.8 0.082
C -2.301 -1.410 -3.237 0.2 0.1 0.3 -0.398
S -1.988 -2.988 -2.665 0.3 0.6 0.3 0.606
C -1.010 -2.346 -1.410 -0.4 -0.3 -0.5 0.137
N -0.947 -1.027 -1.428 0.0 0.0 0.0 -0.597
C -0.333 -3.267 -0.486 0.0 -0.4 0.5 -0.690
H -0.060 3.740 -0.416 0.0 0.1 0.0 0.222
H -1.563 4.644 -0.710 0.0 0.0 0.1 0.262
H -0.206 4.861 -1.788 0.1 0.0 0.1 0.266
H -2.822 1.232 -4.540 -0.1 -0.1 -0.2 0.266
H -2.919 -1.235 -4.094 -0.2 0.0 -0.2 0.269
H -0.560 -4.293 -0.763 0.1 -0.1 0.0 0.256
H -0.668 -3.102 0.538 0.0 -0.1 -0.1 0.300
H 0.744 -3.118 -0.515 0.2 0.0 0.0 0.237
N 2.063 -0.459 1.394 -0.1 0.0 0.2 -0.868
C 3.297 -0.302 0.702 0.7 0.0 0.1 0.086
C 4.498 -0.141 1.348 -0.4 -0.1 -0.2 -0.181
C 5.692 -0.009 0.623 0.1 0.1 -0.3 -0.174
C 5.687 -0.036 -0.744 0.0 0.0 0.1 -0.148
C 4.468 -0.164 -1.447 -0.4 0.0 0.3 -0.096
C 4.384 -0.170 -2.854 -0.4 -0.1 0.0 -0.073
C 3.155 -0.284 -3.459 0.3 0.0 0.0 -0.246
C 2.010 -0.345 -2.660 0.1 0.0 -0.1 0.080
N 2.055 -0.343 -1.345 -0.3 -0.3 0.1 -0.573
C 3.253 -0.281 -0.713 0.8 0.1 -0.1 0.207
H 2.132 -0.140 2.357 0.0 -0.1 0.0 0.415
H 1.726 -1.421 1.413 0.1 0.0 0.1 0.421
H 4.540 -0.131 2.427 -0.1 -0.1 0.1 0.237
H 6.618 0.099 1.163 0.1 0.0 0.0 0.249
H 6.607 0.036 -1.304 0.1 0.0 0.0 0.242
H 5.287 -0.082 -3.442 0.1 0.0 0.0 0.249
H 3.063 -0.310 -4.533 0.0 0.0 -0.1 0.251
H 1.030 -0.392 -3.114 -0.1 0.0 -0.1 0.205
```
Positions in Å, forces in eV/Å.

Summary:
**Molecular weight**: 623.52 g mol⁻¹
**Charge**: +2
**Orbital gap**: 8.36 eV
**DFT total energy**: -59071.386 eV
**Multiplicity**: 1